Molecular formula: C30H18ClCuIN5O5S2
Method: DFT, the ωB97M-V functional and the def2-TZVPD basis

Structure (XYZ):
```
63
Properties=species:S:1:pos:R:3
Cu 0.3025 0.1090 0.0392
Cl 4.6328 5.5268 -0.2470
C 3.8604 3.9738 -0.3822
C 4.6303 2.8374 -0.4629
C 4.0326 1.5917 -0.5668
I 5.2236 -0.1349 -0.7303
C 2.6473 1.3953 -0.5433
O 2.0971 0.2511 -0.6341
C 1.8684 2.5984 -0.3890
N 0.5520 2.4178 -0.2401
C -0.2447 3.4471 -0.1322
C 0.2252 4.7689 -0.1946
C 1.5741 4.9889 -0.2902
C 2.4569 3.8919 -0.3614
H 5.7062 2.9158 -0.4281
H -1.2933 3.2302 0.0081
H -0.4774 5.5891 -0.1673
H 1.9824 5.9898 -0.3169
S -2.6510 -2.0101 -0.4344
C -1.1284 -2.6411 -0.2657
N 0.0271 -2.0450 -0.0826
C 1.0771 -2.9219 0.0299
C 2.4125 -2.5976 0.2424
C 3.3594 -3.6012 0.2761
C 2.9986 -4.9375 0.1339
C 1.6719 -5.2886 -0.0415
C 0.7279 -4.2803 -0.0923
S -0.9923 -4.4276 -0.3183
H 2.6831 -1.5637 0.3506
H 4.3994 -3.3344 0.4013
H 3.7580 -5.7067 0.1586
H 1.3664 -6.3193 -0.1482
N -0.2328 -0.5817 4.0784
C -0.0932 -0.8694 2.7647
N 0.7695 -0.0985 2.1570
C 1.1936 0.8075 3.1017
C 2.1062 1.8535 3.0318
C 2.3426 2.5768 4.1850
C 1.6938 2.2876 5.3851
C 0.7816 1.2543 5.4760
C 0.5471 0.5195 4.3278
H -0.9378 -0.9778 4.6761
H -0.5741 -1.7132 2.3135
H 2.6114 2.0831 2.1068
H 3.0526 3.3892 4.1630
H 1.9064 2.8830 6.2613
H 0.2756 1.0287 6.4033
O -2.1061 0.1837 2.1430
C -2.2846 0.6476 1.0174
O -1.4977 0.6721 0.0350
C -3.6028 1.3771 0.7867
C -3.7538 2.2678 -0.2704
C -4.8637 3.0811 -0.3341
C -5.8446 2.9686 0.6492
C -5.7478 2.0135 1.6564
C -4.6191 1.2292 1.7262
N -6.9613 3.8557 0.6289
O -6.9389 4.7922 -0.1532
O -7.8798 3.6426 1.4024
H -2.9852 2.3112 -1.0278
H -4.9900 3.8174 -1.1125
H -6.5404 1.9309 2.3842
H -4.4816 0.5019 2.5102
```

Summary:
**2S+1**: 2
**Lowest unoccupied orbital energy (spin up / spin down)**: 1.392 / 1.394 eV
**Relative energy (zero: lowest compared OMol25 entry of this formula, charge and spin)**: 28.39 kcal per mole
**Highest occupied orbital energy (spin up / spin down)**: -4.49 / -4.48 eV
**Largest force on an atom**: 1.53 eV/A
**HOMO-LUMO gap (spin up / spin down)**: 5.882 / 5.875 eV
**Total charge**: -1
**⟨S²⟩**: 0.752

---

Molecular formula: C3H10N2O3
Method: DFT, the ωB97M-V functional and the def2-TZVPD basis

Structure (XYZ):
```
18
Properties=species:S:1:pos:R:3
C 1.4727 -0.2523 1.5166
N 1.4499 -0.3490 0.0644
O 2.7630 -0.6144 -0.4401
H 2.8372 -1.5775 -0.4840
H 1.1928 0.5657 -0.3455
H 1.7148 -1.2340 1.9261
H 2.1875 0.4920 1.8793
H 0.4750 0.0280 1.8462
C -1.2528 -1.1734 -1.2034
C -1.4398 -0.0232 -0.2657
N -1.2068 2.3479 -0.1151
O -0.9729 1.1526 -0.8557
O -2.1244 0.0013 0.7263
H -1.8126 2.9295 -0.6928
H -1.7310 2.0586 0.7192
H -0.1959 -1.4407 -1.1820
H -1.8438 -2.0238 -0.8751
H -1.5127 -0.8873 -2.2186
```

Summary:
**2S+1**: 1
**Lowest unoccupied orbital energy**: 0.858 eV
**Relative energy (zero: lowest compared OMol25 entry of this formula, charge and spin)**: 91.65 kcal per mole
**Highest occupied orbital energy**: -9.15 eV
**Largest force on an atom**: 2.39 eV/A
**HOMO-LUMO gap**: 10.012 eV
**Total charge**: 0
**Structure (SMILES)**: CC(=O)ON.CNO

---

Molecular formula: C16H50ClN4O11
Method: DFT, the ωB97M-V functional and the def2-TZVPD basis

Structure (XYZ):
```
82
Properties=species:S:1:pos:R:3
Cl -0.3859 0.2941 -1.0305
O -0.0374 -0.0370 -2.3958
O -0.0702 -0.7327 -0.0820
O 0.2122 1.5282 -0.6004
O -1.7918 0.5777 -1.0877
O -3.8993 2.2249 1.3680
H -3.7838 1.8216 0.5019
H -3.0019 2.2640 1.7382
O -2.1586 4.0932 -1.0538
H -1.3006 4.1981 -0.6196
H -2.1167 3.2199 -1.4603
O -1.8839 -2.2172 -3.9554
H -2.6725 -1.9670 -3.4663
H -1.2875 -1.4675 -3.8453
C 3.3094 0.8985 -4.8901
C 2.4955 0.2052 -5.9867
C 2.5485 -1.3314 -5.9345
O 3.8859 -1.7336 -6.2113
C 4.0504 -3.1012 -6.2029
N 1.1131 0.6215 -5.8146
H 4.3959 0.8077 -4.8525
H 2.9328 0.6580 -3.8940
H 3.2035 1.9805 -5.0085
H 2.8856 0.4669 -6.9729
H 1.9363 -1.7836 -6.7238
H 2.2217 -1.7174 -4.9636
H 3.5412 -3.6236 -7.0289
H 3.6243 -3.6651 -5.3641
H 5.1205 -3.2712 -6.3246
H 0.5124 -0.1219 -6.1589
H 0.8895 0.6110 -4.8221
C 0.6193 2.8482 3.8441
C -0.1475 3.6089 2.8099
C 0.7086 4.1968 1.6274
O -0.1525 4.8685 0.7513
C 0.5794 5.4922 -0.2975
N -1.1725 2.7679 2.2066
H 1.0800 2.0262 3.2875
H 0.0158 2.3452 4.5976
H 1.3986 3.4949 4.2491
H -0.6325 4.4522 3.3097
H 1.1940 3.4012 1.0525
H 1.4731 4.8761 2.0249
H -0.1697 5.9172 -0.9704
H 1.1167 4.8225 -0.9722
H 1.1058 6.3245 0.1726
H -0.7901 1.9359 1.7564
H -1.4197 3.2560 1.3464
C -5.3449 -1.3575 1.2036
C -4.5896 -2.6720 1.1636
C -3.4028 -2.6856 0.1835
O -2.9204 -4.0315 0.0475
C -2.1664 -4.1517 -1.1340
N -4.2082 -3.1382 2.5052
H -4.8043 -0.5864 1.7601
H -6.3092 -1.5114 1.6856
H -5.4820 -0.8823 0.2310
H -5.3322 -3.4263 0.8802
H -2.5520 -2.1164 0.5684
H -3.7916 -2.2242 -0.7282
H -1.3863 -3.3876 -1.1578
H -2.8560 -4.0233 -1.9747
H -1.8016 -5.1787 -1.1239
H -3.3394 -2.6094 2.6146
H -3.7988 -4.0672 2.4785
C 2.8230 -2.4729 3.1332
C 1.5848 -2.0291 3.9044
C 1.7633 -0.5987 4.4650
O 2.9375 -0.4802 5.2677
C 2.8156 0.5854 6.1946
N 0.4846 -2.0806 2.9258
H 3.1911 -1.7302 2.4191
H 2.7289 -3.3754 2.5324
H 3.6360 -2.5696 3.8586
H 1.3588 -2.7753 4.6683
H 0.8731 -0.3711 5.0564
H 1.9321 0.0693 3.6172
H 3.8045 0.7897 6.6051
H 2.0612 0.4321 6.9694
H 2.5585 1.5597 5.7620
H -0.3983 -1.9814 3.4158
H 0.6355 -1.2572 2.3492
```

Summary:
**2S+1**: 1
**Lowest unoccupied orbital energy**: 2.543 eV
**Relative energy (zero: lowest compared OMol25 entry of this formula, charge and spin)**: 31.81 kcal per mole
**Highest occupied orbital energy**: -7.12 eV
**Largest force on an atom**: 2.03 eV/A
**HOMO-LUMO gap**: 9.660 eV
**Total charge**: -1

---

Molecular formula: C36H40B2F4N5O7PY
Method: DFT, the ωB97M-V functional and the def2-TZVPD basis

Structure (XYZ):
```
96
Properties=species:S:1:pos:R:3
Y -0.2780 0.4399 -0.0633
C -0.8972 2.7926 3.8484
C -0.3817 2.0199 2.6840
N -0.9498 1.9751 1.5349
O -2.1245 2.6345 1.3839
B -2.2155 3.5581 0.1867
F -1.4144 4.6739 0.4496
F -3.5533 3.8671 0.0806
O -1.8105 2.9644 -1.1227
N -0.5903 2.3395 -1.1575
C 0.3983 2.9615 -1.6910
C 0.2876 4.3275 -2.2727
C 1.6875 2.2220 -1.6389
N 1.6889 1.2342 -0.8198
O 2.8387 0.5370 -0.6709
B 3.2945 0.4362 0.7758
F 4.3937 -0.3717 0.7733
F 3.5601 1.7410 1.2171
O 2.2774 -0.1808 1.6804
N 1.1182 0.5264 1.7436
C 0.8881 1.2534 2.7697
C 1.7963 1.3687 3.9454
C 2.8733 2.6168 -2.4513
H -1.7757 3.3582 3.5520
H -0.1291 3.4776 4.2082
H -1.1581 2.1167 4.6656
H -0.4353 4.8946 -1.6898
H -0.0913 4.2699 -3.2962
H 1.2485 4.8366 -2.2723
H 2.6566 0.7249 3.7877
H 1.2834 1.0780 4.8638
H 2.1426 2.3973 4.0546
H 2.5792 3.1575 -3.3479
H 3.4214 1.7167 -2.7227
H 3.5453 3.2379 -1.8546
O -0.1670 -1.5258 0.6804
C 0.6806 -2.0926 -0.0886
C 1.7556 -3.0144 0.1208
C 2.3989 -3.5672 1.2283
C 3.4801 -4.4009 0.9719
C 3.8982 -4.6744 -0.3284
C 3.2174 -4.1438 -1.4320
C 2.1314 -3.3381 -1.1918
P 0.7392 -2.2895 -1.9781
C 1.7814 -1.9980 -3.4838
C 2.9334 -1.2349 -3.2870
C 3.8985 -1.1437 -4.2753
C 3.7469 -1.8423 -5.4669
C 2.6203 -2.6236 -5.6572
C 1.6401 -2.7028 -4.6742
C -0.4674 -3.6400 -2.1664
C -1.7131 -3.4812 -1.5572
C -2.6376 -4.5124 -1.5874
C -2.3274 -5.7053 -2.2274
C -1.0809 -5.8763 -2.8086
C -0.1458 -4.8510 -2.7689
H 2.0933 -3.3267 2.2382
H 4.0264 -4.8351 1.8007
H 4.7713 -5.2956 -0.4869
H 3.5523 -4.3591 -2.4424
H 3.0879 -0.7357 -2.3414
H 4.7857 -0.5485 -4.0955
H 4.5135 -1.7914 -6.2294
H 2.5000 -3.1837 -6.5765
H 0.7711 -3.3240 -4.8486
H -1.9474 -2.5510 -1.0558
H -3.6046 -4.3830 -1.1173
H -3.0548 -6.5068 -2.2594
H -0.8364 -6.8137 -3.2923
H 0.8393 -4.9941 -3.1952
C -1.5285 -1.6647 -4.2690
C -1.1114 -0.4814 -3.3920
C -0.2394 0.4707 -4.2107
C -2.3980 0.2195 -2.9603
O -0.3619 -0.8833 -2.1879
H -1.8984 -1.2749 -5.2183
H -2.3285 -2.2338 -3.8007
H -0.7005 -2.3333 -4.4753
H -0.7963 0.8251 -5.0797
H 0.6654 -0.0267 -4.5568
H 0.0414 1.3332 -3.6079
H -3.0997 0.2211 -3.7957
H -2.2376 1.2513 -2.6609
H -2.8600 -0.3166 -2.1344
O -2.5354 -0.1554 0.1874
N -3.2000 0.0689 1.2932
C -2.7688 -0.4674 2.4512
C -3.4253 -0.2095 3.6347
C -4.5541 0.5970 3.6349
C -4.9919 1.1170 2.4270
C -4.2997 0.8413 1.2694
H -1.8870 -1.0909 2.3704
H -3.0432 -0.6468 4.5464
H -5.0781 0.8160 4.5545
H -5.8605 1.7566 2.3745
H -4.5549 1.2591 0.3080
```

Summary:
**2S+1**: 2
**Lowest unoccupied orbital energy (spin up / spin down)**: -0.874 / -0.869 eV
**Relative energy (zero: lowest compared OMol25 entry of this formula, charge and spin)**: 67.67 kcal per mole
**Highest occupied orbital energy (spin up / spin down)**: -5.51 / -8.21 eV
**Largest force on an atom**: 3.32 eV/A
**HOMO-LUMO gap (spin up / spin down)**: 4.639 / 7.337 eV
**Total charge**: 0
**⟨S²⟩**: 0.774

---

Molecular formula: C3H25NO9
Method: DFT, the ωB97M-V functional and the def2-TZVPD basis

Structure (XYZ):
```
38
Properties=species:S:1:pos:R:3
C -2.7252 -1.2873 0.1823
C -1.7272 -0.5952 1.1474
C -1.9689 0.8903 1.3004
O -0.4016 -0.7722 0.5875
N -2.2318 -2.2988 -0.7299
H -3.5134 -1.8185 0.7175
H -3.2739 -0.5236 -0.3797
H -1.6817 -1.1192 2.0937
H -2.8007 1.3199 0.7238
H -2.4515 1.1602 2.2476
H -1.0861 1.5026 1.1580
H -0.3570 -0.4026 -0.3013
H -2.4376 -3.2174 -0.3753
H -1.3005 -2.2105 -1.0980
H 1.9533 -1.7848 -0.7325
H 1.8532 -2.0202 -2.3349
O 1.4416 -1.6958 -1.5374
H 2.4936 0.8469 -1.5738
H 2.4785 1.3084 -2.9416
O 1.8384 1.0964 -2.2473
H -1.5441 1.3684 -1.6525
H -1.5108 2.8507 -2.2248
O -1.5531 2.3067 -1.4496
H 1.1019 0.6423 4.0521
H 0.1090 1.5491 3.3712
O 0.3488 0.6190 3.4508
H 0.0907 0.0127 -2.5329
H -0.5103 -1.2290 -3.1099
O -0.7486 -0.3270 -2.8763
H 0.9473 2.5372 -0.4995
H 1.0480 1.6354 0.7792
O 1.3022 2.4766 0.3852
H 3.9764 -0.2048 0.3701
H 3.1856 1.2137 0.3440
O 3.2565 0.3139 0.0070
H 2.7245 -0.8957 2.0166
H 1.4280 -1.6370 2.0822
O 2.2466 -1.6112 1.5807
```

Summary:
**2S+1**: 1
**Lowest unoccupied orbital energy**: 0.105 eV
**Relative energy (zero: lowest compared OMol25 entry of this formula, charge and spin)**: 20.59 kcal per mole
**Highest occupied orbital energy**: -8.44 eV
**Largest force on an atom**: 2.35 eV/A
**HOMO-LUMO gap**: 8.549 eV
**Total charge**: 0
**Structure (SMILES)**: C[C@H](O)CN.O.O.O.O.O.O.O.O

---

Molecular formula: C29H61NO14S
Method: DFT, the ωB97M-V functional and the def2-TZVPD basis

Structure (XYZ):
```
106
Properties=species:S:1:pos:R:3
O -0.1557 0.2329 1.2507
S -1.1878 0.7818 0.3759
O -0.8921 2.1987 0.1793
O -2.6412 0.5606 1.1186
C -3.1504 -0.7738 0.9428
O -2.2609 -1.7899 1.3979
C -3.6650 -0.9630 -0.5341
C -2.7566 -0.3080 -1.6553
C -1.2534 -0.0719 -1.2574
C -0.4561 -1.4121 -1.1803
C 0.9880 -1.3783 -1.0819
C 1.8541 -2.5488 -0.9623
C 1.0915 -3.8189 -0.9955
C -0.3455 -3.6929 -1.1369
N -1.1244 -2.5920 -1.2084
H -4.0608 -0.8449 1.6064
H -2.8426 -2.4434 1.8258
H -4.6645 -0.4463 -0.5873
H -3.8029 -2.0566 -0.7057
H -2.8142 -0.9902 -2.5500
H -3.2738 0.6389 -1.9768
H -0.7800 0.5630 -2.0559
H 1.4789 -0.3719 -1.0982
H 2.9557 -2.5000 -0.8596
H 1.6025 -4.8072 -0.9386
H -0.8990 -4.6681 -1.1957
C 3.6070 -0.0930 5.6487
O 3.0355 1.1556 6.0028
C 3.7330 2.2570 5.4317
C 3.0040 2.8060 4.2162
O 3.0004 1.8715 3.1449
C 1.7540 1.1897 3.0341
H 2.8997 -0.8781 5.9171
H 3.8090 -0.1572 4.5769
H 4.5361 -0.2502 6.2081
H 4.7609 1.9782 5.1767
H 3.7773 3.0389 6.1965
H 3.5348 3.6953 3.8609
H 1.9829 3.1053 4.4739
H 1.0040 1.8553 2.6024
H 1.4062 0.8183 4.0017
H 1.8898 0.3406 2.3675
C 2.2734 -6.8401 -4.4648
O 1.2585 -6.0338 -3.8863
C 0.8277 -4.9926 -4.7573
C -0.4926 -5.3404 -5.4247
O -0.3494 -6.4371 -6.3223
C -0.8163 -7.6567 -5.7671
H 2.3832 -7.7372 -3.8544
H 2.0208 -7.1406 -5.4844
H 3.2247 -6.2976 -4.4670
H 1.5956 -4.7649 -5.5039
H 0.6841 -4.0985 -4.1412
H -0.8212 -4.4828 -6.0204
H -1.2660 -5.5465 -4.6773
H -1.9109 -7.6682 -5.7599
H -0.4388 -7.8154 -4.7541
H -0.4633 -8.4723 -6.3994
C -0.4186 5.0421 4.9817
O 0.8601 5.6106 5.2254
C 1.4690 6.0979 4.0359
C 1.3455 7.6090 3.9273
O -0.0098 8.0089 3.7514
C -0.5933 8.4900 4.9521
H -0.9214 4.9068 5.9397
H -1.0362 5.6871 4.3520
H -0.3038 4.0627 4.5039
H 1.0468 5.6063 3.1533
H 2.5301 5.8363 4.0898
H 1.8936 7.9432 3.0407
H 1.7869 8.1004 4.8005
H -0.2151 9.4931 5.1747
H -0.3968 7.8256 5.7968
H -1.6722 8.5494 4.8027
C -4.4489 2.5452 4.3502
O -5.3551 2.4076 5.4357
C -4.6953 2.3708 6.6960
C -4.7866 3.7097 7.4110
O -4.0541 4.7162 6.7211
C -4.8930 5.5677 5.9559
H -5.0230 2.8006 3.4592
H -3.7161 3.3352 4.5308
H -3.9301 1.5967 4.1742
H -3.6515 2.0612 6.5806
H -5.2043 1.6149 7.3023
H -4.3346 3.6092 8.4028
H -5.8304 4.0109 7.5467
H -5.4246 6.2595 6.6173
H -5.6120 5.0030 5.3577
H -4.2609 6.1467 5.2814
C 1.6440 -2.8033 -7.8141
O 2.5097 -3.9287 -7.8361
C 2.3677 -4.6979 -9.0259
C 3.4912 -4.4115 -10.0086
O 3.4200 -3.0794 -10.5064
C 4.3491 -2.2131 -9.8733
H 1.9634 -2.1420 -7.0078
H 1.6771 -2.2476 -8.7539
H 0.6170 -3.1295 -7.6156
H 1.3909 -4.5245 -9.4880
H 2.4176 -5.7514 -8.7338
H 3.3833 -5.0792 -10.8690
H 4.4676 -4.6057 -9.5529
H 5.3585 -2.4117 -10.2471
H 4.3309 -2.3187 -8.7859
H 4.0796 -1.1869 -10.1256
```

Summary:
**2S+1**: 1
**Lowest unoccupied orbital energy**: 0.324 eV
**Highest occupied orbital energy**: -8.65 eV
**Largest force on an atom**: 4.61 eV/A
**HOMO-LUMO gap**: 8.978 eV
**Total charge**: 0
**Structure (SMILES)**: O=S1(=O)O[C@H](O)CC[C@@H]1c1ccccn1.COCCOC.COCCOC.COCCOC.COCCOC.COCCOC

---

Molecular formula: C3H5NO2
Method: DFT, the ωB97M-V functional and the def2-TZVPD basis

Structure (XYZ):
```
11
Properties=species:S:1:pos:R:3
O 0.2612 1.4677 1.0643
C 0.6473 0.7061 0.0938
C 1.1207 -0.8620 0.2038
O 0.0050 -1.2471 -0.7319
C -0.4884 -0.0504 -0.5238
N -1.7041 0.3643 -0.3394
H -1.5884 1.1862 0.2912
H 1.3098 1.1231 -0.7038
H 2.0780 -1.1859 -0.2042
H 0.8891 -1.2875 1.1798
H -2.5303 -0.2144 -0.3296
```

Summary:
**2S+1**: 1
**Lowest unoccupied orbital energy**: 0.587 eV
**Relative energy (zero: lowest compared OMol25 entry of this formula, charge and spin)**: 80.50 kcal per mole
**Highest occupied orbital energy**: -8.25 eV
**Largest force on an atom**: 0.56 eV/A
**HOMO-LUMO gap**: 8.834 eV
**Total charge**: 0

---

Molecular formula: C2H8O3
Method: DFT, the ωB97M-V functional and the def2-TZVPD basis

Structure (XYZ):
```
13
Properties=species:S:1:pos:R:3
O 0.0222 -1.3369 0.6378
C 1.0039 -0.6541 0.5962
C 1.1146 0.6479 -0.1942
H 1.9419 -0.8430 1.1512
H 0.8387 0.4796 -1.2434
H 2.1718 0.9194 -0.2698
H 0.6296 1.3695 0.4478
H -0.8043 -0.7121 -1.6642
H -0.9782 -0.0638 -3.0819
O -0.3908 -0.5688 -2.5076
H -1.0733 2.1091 1.1622
H -2.1702 1.4400 2.0095
O -1.2758 1.3399 1.6826
```

Summary:
**2S+1**: 1
**Lowest unoccupied orbital energy**: 0.682 eV
**Relative energy (zero: lowest compared OMol25 entry of this formula, charge and spin)**: 14.90 kcal per mole
**Highest occupied orbital energy**: -9.61 eV
**Largest force on an atom**: 1.72 eV/A
**HOMO-LUMO gap**: 10.292 eV
**Total charge**: 0
**Structure (SMILES)**: CC=O.O.O

---

The lowest largest force on an atom belongs to which entry? C3H5NO2